(1)
Computed, not measured: C31H68AlF3O21S7 as an isolated structure, with the ωB97M-V functional and the def2-TZVPD basis.

The geometry in ORCA input format:
```
! RIJCOSX wB97M-V def2-TZVPD def2/J DEFGRID3
* xyz 2 1
Al -9.3722 -8.4217 2.6838
C -5.2189 -14.1344 2.0302
F -4.6037 -15.1325 1.3125
F -6.3885 -14.6242 2.2597
F -4.6675 -14.0064 3.2518
S -5.2986 -12.4828 1.0426
O -5.3111 -12.9961 -0.3849
O -6.5311 -11.7484 1.4321
O -4.0685 -11.7366 1.3329
O -10.2106 -10.4814 -1.5423
S -10.7076 -10.9180 -2.8301
O -12.1021 -11.4565 -3.0644
O -10.5142 -9.6048 -3.9180
C -10.8337 -9.6919 -5.3033
C -9.5637 -9.3840 -6.1256
C -9.4909 -12.2077 -3.5634
H -11.6207 -9.0182 -5.6422
H -11.1660 -10.7017 -5.5441
H -9.2565 -8.3709 -5.8657
H -9.7408 -9.5057 -7.1942
H -8.6753 -9.9738 -5.9000
H -8.4723 -11.8200 -3.5719
H -9.7170 -12.3645 -4.6181
H -9.6740 -13.1068 -2.9750
O -7.8976 -11.3613 6.2279
S -7.3219 -11.9845 7.4086
O -5.9388 -11.7244 7.7719
O -8.3283 -11.6506 8.6897
C -8.0421 -12.1676 10.0190
C -8.3255 -11.0176 11.0237
C -7.5781 -13.8466 7.3802
H -7.0320 -12.5334 10.2029
H -8.6904 -13.0111 10.2562
H -7.9267 -10.0761 10.6460
H -7.9592 -11.2569 12.0220
H -9.3775 -10.8365 11.2442
H -7.2641 -14.0178 6.3505
H -8.6615 -13.9244 7.4702
H -6.9956 -14.3079 8.1777
O -5.0890 -18.2166 -4.8974
S -5.7914 -17.2062 -4.0811
O -6.8362 -16.3907 -4.7048
O -6.4848 -18.0037 -2.7582
C -7.5558 -17.3312 -2.0364
C -8.3693 -18.3256 -1.2187
C -4.6111 -16.1682 -3.1371
H -8.2624 -17.0049 -2.7995
H -7.2103 -16.4772 -1.4538
H -9.4013 -17.9908 -1.1144
H -7.8025 -18.3490 -0.2879
H -8.4183 -19.2834 -1.7369
H -3.6575 -16.2330 -3.6610
H -4.6354 -16.4818 -2.0935
H -4.9577 -15.1596 -3.3627
O -2.6606 -7.5184 4.0316
S -3.4620 -8.3194 4.9161
O -4.9024 -8.4000 4.7174
O -2.7875 -9.8456 4.9289
C -1.3883 -10.0056 5.0020
C -1.1332 -11.3364 5.6813
C -3.1383 -7.8552 6.7188
H -0.8466 -9.2740 5.6015
H -0.9268 -10.0326 4.0148
H -1.4053 -12.2963 5.2423
H -1.6324 -11.4362 6.6452
H -0.0799 -11.3143 5.9609
H -3.4101 -6.8002 6.6848
H -2.0976 -8.0110 7.0033
H -3.9061 -8.3977 7.2702
O -5.5858 -5.9362 -2.7345
S -5.2907 -7.0798 -1.8858
O -6.1549 -7.4180 -0.7656
O -5.2814 -8.4723 -2.8901
C -4.7257 -8.3293 -4.1689
C -4.5747 -9.5916 -5.0626
C -3.5260 -7.2632 -1.3977
H -3.7283 -7.9095 -4.0386
H -5.3563 -7.5555 -4.6068
H -5.5362 -9.9285 -5.4500
H -4.0387 -10.4086 -4.5796
H -3.9286 -9.3359 -5.9024
H -2.9089 -7.2871 -2.2959
H -3.2544 -8.1894 -0.8912
H -3.1628 -6.3993 -0.8411
O 1.9617 -11.3417 -1.8646
S 0.7913 -11.5071 -2.6705
O -0.0332 -10.3389 -3.0234
O 1.2181 -12.3719 -4.0353
C 0.5286 -12.2815 -5.2462
C 1.2396 -13.2069 -6.2210
C -0.3010 -12.7490 -1.7863
H 0.4386 -11.2462 -5.5752
H -0.4997 -12.6348 -5.1693
H 0.6624 -13.3771 -7.1298
H 1.4546 -14.2263 -5.9007
H 2.2116 -12.8325 -6.5419
H -0.5272 -12.3008 -0.8189
H 0.3866 -13.5883 -1.6821
H -1.1513 -12.9931 -2.4231
C -0.0167 -19.8717 4.7964
C 1.3023 -20.0224 4.3186
C 1.8274 -19.1648 3.3487
C 1.0028 -18.1840 2.8621
C -0.3404 -18.0476 3.2956
C -0.8741 -18.8188 4.3500
H -0.4517 -20.5181 5.5443
H 1.9626 -20.6858 4.8575
H 2.8082 -19.2382 2.9025
H 1.3420 -17.5644 2.0452
H -0.9105 -17.2936 2.7732
H -1.8801 -18.7752 4.7406
C -5.6498 -20.3770 4.1430
C -5.8466 -21.3463 2.9944
C -4.5840 -21.6732 2.2280
C -4.3392 -20.7914 0.9454
C -3.0764 -21.2976 0.3186
C -2.6096 -20.5340 -0.9052
H -5.4586 -19.3510 3.8284
H -4.8596 -20.7370 4.8019
H -6.5020 -20.2666 4.8135
H -6.2745 -22.2743 3.3736
H -6.5940 -21.0257 2.2686
H -4.4710 -22.7078 1.9039
H -3.7991 -21.5071 2.9659
H -5.1664 -20.8298 0.2367
H -4.2686 -19.7278 1.1728
H -2.1798 -21.3586 0.9354
H -3.2384 -22.3169 -0.0320
H -2.1137 -19.5883 -0.6863
H -1.7727 -21.0911 -1.3263
H -3.4609 -20.5526 -1.5857
*
```

(2)
Computed, not measured: a 2-piece molecular cluster, C4H6O2Si overall, with the ωB97M-V functional and the def2-TZVPD basis.

The geometry in ORCA input format:
```
! RIJCOSX wB97M-V def2-TZVPD def2/J DEFGRID3
* xyz 0 1
C 3.8914 -0.6131 -0.5945
C 3.0849 0.2254 -0.3108
C -0.6527 0.9502 -0.4255
C -1.8968 -1.0339 -0.1450
O -1.0798 1.1239 -1.5406
O -0.9974 -0.0593 0.3753
Si 0.6270 2.0204 0.4697
H 4.6452 -1.3076 -0.8506
H -2.3277 -1.5495 0.7087
H -1.3518 -1.7352 -0.7777
H -2.6724 -0.5450 -0.7382
H 0.6321 1.8441 1.9094
H 0.9468 3.2894 -0.1510
*
```

(3)
Computed, not measured: a 3-piece molecular cluster, C4H18N3O2 overall, with the ωB97M-V functional and the def2-TZVPD basis.

The geometry in ORCA input format:
```
! RIJCOSX wB97M-V def2-TZVPD def2/J DEFGRID3
* xyz 1 1
N 0.2422 0.4155 -0.4222
C -0.9775 0.1486 0.3854
C -0.7542 0.5653 1.8323
C -0.8555 2.0935 1.9260
N 0.4109 2.6289 1.3867
C -1.4474 -1.3654 0.1806
N -0.4950 -2.3933 0.4031
H 0.3692 -0.0419 -1.3370
H 0.2847 1.4261 -0.5755
H 1.1205 0.1301 0.0066
H -1.8963 0.5658 -0.0116
H 0.2709 0.3178 2.1434
H -1.3033 -0.0618 2.5316
H -0.9456 2.4245 2.9667
H -1.7446 2.4959 1.4433
H 1.1556 2.2267 1.9452
H 0.5232 3.6313 1.4563
H -2.3995 -1.4768 0.6969
H -1.6234 -1.3162 -0.8925
H 0.1537 -2.5322 1.1599
H 0.0384 -2.5704 -0.4312
H 2.4686 -0.8474 -1.4263
H 1.8046 -1.8410 -2.1546
O 1.8448 -1.5640 -1.2246
H 1.4291 0.3674 -3.9284
H 0.5099 -0.7809 -4.0231
O 1.0440 -0.3163 -3.3618
*
```

(4)
Computed, not measured: one molecule with the formula C19H22N4OS, with the ωB97M-V functional and the def2-TZVPD basis.

The geometry in ORCA input format:
```
! RIJCOSX wB97M-V def2-TZVPD def2/J DEFGRID3
* xyz 0 1
O 2.8969 -2.0070 -0.8879
N 1.6943 -1.4823 2.7218
N -3.3428 -1.3225 0.5387
C 1.6761 -1.4479 1.3971
C 0.3891 -1.7086 3.1776
C -0.4295 -1.7497 2.0788
C -4.5401 -1.9469 0.6169
C -2.6122 -1.4542 -0.5807
C -5.0395 -2.7517 -0.4418
C -3.0212 -2.3102 -1.6025
C -4.2409 -2.9877 -1.5548
C 0.2322 2.1553 -2.4613
C 1.1558 1.2246 -2.9674
C 0.4025 2.6153 -1.1771
C 2.1544 0.7111 -2.1733
C 1.4247 2.0950 -0.3245
C 2.2951 1.0821 -0.8386
N 1.5965 2.6274 0.9707
N 0.3625 -1.6245 0.9620
S 3.2284 -1.3392 0.3975
C 1.9748 4.0435 1.1346
C 1.1947 1.9065 2.2136
C 3.4504 0.4323 -0.0321
C -1.3391 -0.7440 -0.6745
C -0.1520 -1.6995 -0.4537
H 0.0121 -1.7351 4.1916
H -1.5028 -1.8652 2.0954
H -5.1655 -1.8099 1.4898
H -5.9955 -3.2513 -0.3313
H -2.3951 -2.4483 -2.4582
H -4.5552 -3.5966 -2.4144
H -0.5685 2.5204 -3.1091
H 1.1308 0.9026 -3.9954
H -0.3282 3.3551 -0.8311
H 2.8443 -0.0327 -2.5496
H 2.7387 4.1916 1.8938
H 2.4112 4.4507 0.2201
H 1.0757 4.6368 1.3308
H 2.0534 1.6902 2.8587
H 0.7387 0.9585 1.9820
H 0.4777 2.5299 2.7523
H 4.3698 0.5525 -0.6109
H 3.6382 0.9826 0.9076
H -1.3026 -0.3130 -1.6992
H -1.3085 0.0790 0.0508
H -0.4197 -2.7465 -0.6914
H 0.6399 -1.3687 -1.1213
*
```

(5)
Computed, not measured: a 10-piece molecular cluster, C16H40O16 overall, with the ωB97M-V functional and the def2-TZVPD basis.

The expectation value of S² is 0.75.

The geometry in ORCA input format:
```
! RIJCOSX wB97M-V def2-TZVPD def2/J DEFGRID3
* xyz -1 2
O 0.5508 1.8064 -0.9702
H 1.3443 1.4431 -1.3633
H 0.0940 1.0477 -0.6068
O -2.8084 -3.4419 -2.5159
H -2.6437 -2.8418 -3.2431
H -1.9385 -3.6524 -2.1766
O -0.2763 -0.8376 -0.4473
H -0.8711 -1.5744 -0.3075
H 0.5746 -1.2439 -0.6121
C 1.1658 1.3855 2.1905
C 2.4710 1.9674 2.6895
C 3.3624 2.6266 1.7043
O 3.5547 3.8062 2.4374
C 2.8156 3.9416 3.5863
O 2.8242 4.8300 4.4142
O 2.0866 2.8630 3.6278
H 0.4262 1.1169 2.9448
H 1.4551 0.4749 1.6658
H 0.5710 1.9351 1.4609
H 3.0887 1.2063 3.1663
H 2.8719 2.6239 0.7309
H 4.3508 2.1713 1.6421
C 4.5908 -2.6271 2.0366
C 4.6076 -1.9519 0.5994
C 3.7155 -2.6519 -0.4000
O 3.2788 -1.5324 -1.1423
C 3.4187 -0.3806 -0.5504
O 3.1544 0.8004 -0.9528
O 4.0252 -0.6529 0.5519
H 5.2304 -3.4871 2.2348
H 3.6084 -2.8995 2.4224
H 4.9954 -1.8483 2.6830
H 5.6295 -1.9477 0.2202
H 2.9512 -3.2306 0.1188
H 4.4044 -3.2487 -0.9978
C -2.9848 1.4147 -1.0588
C -2.9867 2.9374 -1.1054
C -4.3051 3.5489 -1.3542
O -4.4792 4.4686 -0.3065
C -3.5721 4.2454 0.7319
O -3.6785 4.8573 1.7875
O -2.6566 3.3601 0.2958
H -3.3361 0.9010 -1.9537
H -3.7414 1.2160 -0.2997
H -2.0183 1.0407 -0.7209
H -2.2613 3.2497 -1.8566
H -5.1139 2.8299 -1.4840
H -4.1569 4.2557 -2.1707
C -3.5541 -3.2143 0.5427
O -3.0280 -2.0240 -0.0378
H -3.2876 -4.1387 0.0303
H -3.4979 -3.2962 1.6282
H -4.6363 -3.1888 0.4146
H -3.2054 -1.9594 -0.9791
C -3.1223 0.9655 2.4901
O -2.6757 -0.3918 2.6104
H -2.3040 1.4157 1.9282
H -4.0475 1.0480 1.9199
H -3.1214 1.3738 3.5008
H -2.7932 -0.8009 1.7499
C 0.0726 0.6426 -3.9279
O 0.7919 1.7416 -4.2606
H -0.0271 0.0617 -4.8448
H 0.5781 -0.0352 -3.2401
H -0.9260 0.9102 -3.5823
H 1.7299 1.7248 -4.0570
C 0.8321 -4.1013 -1.7799
O -0.3313 -3.8941 -0.9667
H 1.1441 -3.1888 -2.2878
H 1.6464 -4.6357 -1.2906
H 0.5413 -4.7613 -2.5972
H -0.1677 -4.5741 -0.3091
*
```

(6)
Computed, not measured: one molecule with the formula C4H7N3, with the ωB97M-V functional and the def2-TZVPD basis.

As for the structure (SMILES): Cc1[nH]cnc1N.

The geometry in ORCA input format:
```
! RIJCOSX wB97M-V def2-TZVPD def2/J DEFGRID3
* xyz 0 1
C -1.3460 1.6484 0.4084
C 0.4033 0.2667 0.1812
C -0.9853 -0.4564 -0.2277
C 1.6970 -0.4187 0.0287
N -1.8818 0.5218 -0.0482
N 0.0062 1.4927 0.4082
N -0.9812 -1.6571 -0.6993
H -1.8612 2.5262 0.4493
H 2.2820 -0.2756 1.0347
H 1.5501 -1.4341 -0.0830
H 2.3134 -0.1276 -0.8437
H 0.7374 2.2878 0.5315
H -1.8299 -2.2075 -0.7766
H -0.1040 -2.1665 -0.3633
*
```

Number 1: calculated total energy -6130.23840 Ha. Number 2: calculated total energy -595.76252 Ha. Number 3: calculated total energy -477.69298 Ha. Number 4: calculated total energy -1429.59259 Ha. Number 5: calculated total energy -1837.36677 Ha. Number 6: calculated total energy -320.81621 Ha.